Entry 1:
The following is a quantum chemistry calculation of a cluster of 4 separate species, C41H75BBrN4O14S2 in total in a non-equilibrium geometry, from the OMol25 dataset.

Element x y z (Å)
1 C -1.45020 -2.21155 4.15112
2 O -0.46070 -1.96778 3.14197
3 B -0.62372 -0.85904 2.36288
4 O -1.03927 0.32831 2.93869
5 C -0.26277 -0.94454 0.79777
6 C -0.42757 0.45769 0.15004
7 C -1.80697 1.13528 0.12782
8 C -2.45903 1.13465 -1.27737
9 O -1.57124 2.48274 0.53473
10 C 1.25546 -1.27414 0.81515
11 C 1.95145 -1.34469 -0.54798
12 C 2.83379 -2.62502 -0.56784
13 O 3.98902 -2.54990 -1.38216
14 O 3.53671 -2.68646 -2.72924
15 C 2.80902 -0.10178 -0.82194
16 C 3.84175 0.27981 0.21476
17 O 3.95385 1.40933 0.57474
18 O 4.71301 -0.69458 0.70290
19 C 4.48695 -1.12888 1.99085
20 C 5.07952 -2.48340 2.25525
21 O 3.90874 -0.48734 2.81645
22 O 1.07084 -1.43097 -1.70928
23 S -0.25970 -2.29243 -1.66013
24 O -1.17161 -1.66393 -2.56105
25 O 0.00161 -3.67563 -1.90228
26 C -0.93721 -2.12417 0.07931
27 Br -2.86107 -1.95514 0.02807
28 N -0.54922 -3.37823 0.71465
29 C -1.27569 -4.34517 0.83081
30 S -2.03780 -5.69579 0.85252
31 H -1.08880 -1.88910 5.12674
32 H -2.39473 -1.72641 3.91151
33 H -1.61626 -3.28756 4.18685
34 H -0.36321 0.75493 3.47560
35 H -0.02472 0.51781 -0.86040
36 H 0.19269 1.12076 0.75938
37 H -2.51592 0.70975 0.83786
38 H -3.40932 0.60680 -1.26248
39 H -2.67591 2.16132 -1.57360
40 H -1.82092 0.70454 -2.04620
41 H -2.35929 3.00313 0.34071
42 H 1.71549 -0.49878 1.43483
43 H 1.43302 -2.20620 1.35030
44 H 3.21745 -2.84609 0.42332
45 H 2.24024 -3.47192 -0.92001
46 H 3.89599 -1.91725 -3.19282
47 H 2.12272 0.74471 -0.82077
48 H 3.22283 -0.14156 -1.82779
49 H 5.98149 -2.34875 2.85164
50 H 5.35728 -2.99063 1.33342
51 H 4.36584 -3.08920 2.80749
52 C -7.72577 1.38409 1.25015
53 C -6.21662 1.53291 1.52204
54 C -5.97746 1.73245 3.01875
55 C -6.42467 3.10599 3.51612
56 C -5.77994 4.22220 2.69321
57 C -5.95020 4.06134 1.17929
58 N -5.63034 2.66668 0.74043
59 O -4.35163 2.51424 0.63400
60 C -7.38160 4.44323 0.75938
61 C -5.03534 5.05217 0.46431
62 C -5.58528 0.22242 1.06589
63 H -8.05268 0.38884 1.55088
64 H -8.34273 2.08405 1.80728
65 H -7.94523 1.49852 0.18791
66 H -4.91024 1.61063 3.23372
67 H -6.49737 0.94465 3.56872
68 H -7.51425 3.19123 3.48942
69 H -6.13946 3.22158 4.56336
70 H -6.19277 5.18825 2.99078
71 H -4.71165 4.25557 2.93127
72 H -7.55834 4.18674 -0.28603
73 H -7.51733 5.51922 0.86579
74 H -8.15516 3.97804 1.36473
75 H -3.99866 4.95974 0.78287
76 H -5.35950 6.06667 0.69337
77 H -5.07640 4.91602 -0.61757
78 H -5.73847 0.06190 -0.00363
79 H -6.03142 -0.61655 1.60055
80 H -4.51588 0.20409 1.26596
81 C 0.32682 3.71558 5.17077
82 C -0.16444 4.52386 3.95189
83 C 0.66785 4.15515 2.72428
84 C 2.09877 4.68475 2.79400
85 C 2.10641 6.19431 3.04204
86 C 1.25491 6.63501 4.23749
87 N -0.09693 5.99274 4.21643
88 O -0.88276 6.62701 3.40686
89 C 1.98634 6.31248 5.55393
90 C 1.10248 8.15304 4.21575
91 C -1.61220 4.08769 3.75421
92 H -0.03084 2.68777 5.09405
93 H 1.40905 3.65215 5.24948
94 H -0.06395 4.13142 6.10043
95 H 0.18867 4.54395 1.82152
96 H 0.67962 3.06754 2.61526
97 H 2.66923 4.16648 3.56973
98 H 2.60919 4.47015 1.85349
99 H 3.13124 6.54010 3.19570
100 H 1.74231 6.69557 2.13961
101 H 1.33048 6.47862 6.40975
102 H 2.84892 6.96999 5.66273
103 H 2.37061 5.29723 5.60489
104 H 0.70543 8.51155 3.26853
105 H 2.08046 8.61220 4.36055
106 H 0.44259 8.49394 5.01481
107 H -2.21704 4.33587 4.62985
108 H -1.64856 3.00762 3.61113
109 H -2.07595 4.53780 2.87878
110 C 2.74626 -4.88617 -5.68088
111 C 3.54127 -6.16432 -5.35826
112 C 5.00678 -5.81057 -5.10677
113 C 5.74958 -5.40797 -6.37983
114 C 5.60971 -6.48258 -7.45861
115 C 4.16379 -6.90989 -7.72939
116 N 3.42365 -7.17316 -6.45638
117 O 3.71102 -8.35406 -6.01141
118 C 3.44061 -5.83654 -8.56410
119 C 4.16537 -8.16747 -8.59363
120 C 2.91649 -6.71413 -4.08002
121 H 2.57451 -4.32157 -4.76405
122 H 3.26075 -4.20601 -6.35627
123 H 1.77090 -5.12185 -6.10821
124 H 5.51468 -6.67102 -4.65907
125 H 5.05440 -5.00394 -4.37122
126 H 5.38664 -4.44567 -6.75123
127 H 6.80748 -5.26289 -6.15137
128 H 6.05252 -6.13041 -8.39318
129 H 6.18959 -7.35890 -7.15197
130 H 2.37432 -6.05559 -8.63174
131 H 3.84428 -5.82815 -9.57679
132 H 3.56170 -4.82717 -8.17998
133 H 4.76081 -8.96552 -8.15551
134 H 4.59322 -7.93082 -9.56800
135 H 3.15189 -8.54074 -8.74634
136 H 1.86836 -6.97289 -4.23701
137 H 2.96625 -5.94985 -3.30410
138 H 3.43693 -7.59616 -3.71233

- Expectation value of S²: 3.76
- E_HOMO (spin up / spin down): -8.200 / -9.131 eV
- Relative energy (zero: lowest compared OMol25 entry of this formula, charge and spin): 0.00 kcal per mole
- Multiplicity: 4


Entry 2:
The following is a quantum chemistry calculation of a cluster of 5 separate species, C41H78Cl2F2NO11 in total in a non-equilibrium geometry, from the OMol25 dataset.

Element x y z (Å)
1 C 4.49800 -0.69038 3.01150
2 C 4.22829 -1.14336 1.95907
3 C 3.83631 -1.76372 0.68858
4 C 2.52663 -1.19657 0.24643
5 N 1.37397 -1.45647 0.76461
6 C 1.20387 -2.34181 1.92123
7 C 0.40579 -3.60196 1.66633
8 F 0.59343 -1.61414 2.92955
9 C 0.27675 -0.72878 0.02635
10 C -0.88195 -0.25871 0.92282
11 C -2.07157 -1.22451 1.10220
12 C -3.42528 -0.71863 0.59119
13 C -3.75884 0.68359 1.02475
14 O -5.11657 0.95008 0.60773
15 C -5.68590 1.99153 1.28211
16 C -6.28662 1.67835 2.61607
17 O -5.71688 3.08369 0.79779
18 C -0.12163 -1.47852 -1.25035
19 Cl 0.59504 -3.03343 -1.55475
20 C -0.91950 -1.00626 -2.22120
21 C -1.25247 -1.73535 -3.48843
22 Cl -1.59365 0.57881 -2.10910
23 C 1.13613 0.50943 -0.39256
24 O 1.53504 1.14479 0.79923
25 C 1.15715 2.51637 1.01118
26 C 2.34832 3.43313 1.17120
27 C 3.32020 3.02963 2.31032
28 C 4.78569 3.24963 1.90824
29 C 2.39521 -0.25652 -0.91508
30 C 3.51967 0.71485 -1.25692
31 F 4.69196 -0.02998 -1.51349
32 C 3.12975 1.42770 -2.56602
33 C 3.04342 2.94354 -2.51186
34 H 4.71431 -0.33300 3.99434
35 H 4.59140 -1.63909 -0.08013
36 H 3.72086 -2.83919 0.85580
37 H 2.18139 -2.61995 2.30473
38 H 0.03472 -3.99677 2.60695
39 H 1.07334 -4.35547 1.24705
40 H -0.40360 -3.47824 0.96067
41 H -0.48053 -0.03634 1.90527
42 H -1.21075 0.69461 0.52534
43 H -2.18838 -1.42044 2.16829
44 H -1.88884 -2.19094 0.63885
45 H -4.19618 -1.37452 0.99808
46 H -3.50894 -0.81224 -0.48996
47 H -3.68430 0.80727 2.10710
48 H -3.13995 1.43012 0.52385
49 H -5.52791 1.51630 3.37969
50 H -6.90354 0.78311 2.58081
51 H -6.90756 2.51583 2.91321
52 H -1.60836 -2.74031 -3.28919
53 H -1.97898 -1.16740 -4.05865
54 H -0.34873 -1.77870 -4.10135
55 H 0.65511 1.15782 -1.11040
56 H 0.47850 2.88308 0.23807
57 H 0.58627 2.54243 1.94094
58 H 2.91905 3.55194 0.25671
59 H 1.93641 4.41781 1.39844
60 H 3.10572 3.66291 3.16728
61 H 3.16907 1.98238 2.55658
62 H 5.38161 3.54851 2.76838
63 H 4.88321 4.05058 1.17792
64 H 5.22674 2.34223 1.49897
65 H 2.26228 -0.81633 -1.84177
66 H 3.77695 1.39759 -0.45261
67 H 2.14319 1.06455 -2.86347
68 H 3.80664 1.10586 -3.35106
69 H 2.67220 3.33197 -3.45806
70 H 2.33180 3.26911 -1.75581
71 H 3.99800 3.41884 -2.29596
72 C -1.83214 6.98510 -1.21778
73 O -1.86677 6.50541 -2.54983
74 C -1.15988 5.29586 -2.73715
75 C -2.09002 4.10492 -2.79551
76 O -2.71887 3.85411 -1.55101
77 C -4.07307 4.29936 -1.48783
78 H -2.54886 7.80015 -1.14466
79 H -2.10867 6.20624 -0.50244
80 H -0.83590 7.36926 -0.97162
81 H -0.41618 5.15524 -1.94375
82 H -0.62663 5.37352 -3.69079
83 H -1.49803 3.21333 -3.03812
84 H -2.83086 4.24307 -3.58812
85 H -4.71253 3.65099 -2.09440
86 H -4.17007 5.33172 -1.83303
87 H -4.39687 4.23267 -0.45559
88 C 3.18253 -1.42867 -5.00952
89 O 1.91309 -1.16954 -5.57953
90 C 1.98436 -0.72234 -6.93026
91 C 1.66844 -1.83207 -7.90572
92 O 2.65695 -2.84739 -7.87809
93 C 2.26499 -4.00378 -7.16191
94 H 3.01466 -1.94118 -4.06048
95 H 3.79805 -2.06729 -5.64613
96 H 3.71371 -0.49154 -4.81785
97 H 2.97299 -0.30606 -7.14234
98 H 1.24734 0.07743 -7.04869
99 H 1.65387 -1.41530 -8.91694
100 H 0.67850 -2.25006 -7.69881
101 H 1.50502 -4.56366 -7.71633
102 H 1.87687 -3.75315 -6.17048
103 H 3.14607 -4.63223 -7.04685
104 C 1.04205 1.20259 4.49750
105 O -0.09255 2.03896 4.64104
106 C -0.85803 1.75160 5.80489
107 C -0.57697 2.73773 6.91470
108 O 0.75253 2.61663 7.39285
109 C 1.62238 3.62310 6.90780
110 H 1.65389 1.62016 3.70290
111 H 1.63807 1.16329 5.41358
112 H 0.74262 0.19356 4.22065
113 H -0.66201 0.73202 6.14959
114 H -1.91477 1.81871 5.52786
115 H -1.24800 2.52597 7.75243
116 H -0.77389 3.75839 6.57385
117 H 1.39386 4.58853 7.37015
118 H 1.56072 3.72037 5.82017
119 H 2.63729 3.33823 7.17994
120 C -4.27805 -6.49609 0.10478
121 O -3.05551 -7.06934 -0.32623
122 C -1.91748 -6.30689 0.01917
123 C -1.19538 -6.87743 1.21967
124 O -1.96647 -6.76378 2.40138
125 C -2.59605 -7.97667 2.78709
126 H -5.05776 -7.24032 -0.04121
127 H -4.24335 -6.22135 1.16176
128 H -4.52086 -5.61067 -0.49329
129 H -2.19423 -5.26212 0.20684
130 H -1.23815 -6.32788 -0.84105
131 H -0.27356 -6.30642 1.38032
132 H -0.91652 -7.91804 1.03218
133 H -1.85826 -8.68923 3.16837
134 H -3.14031 -8.42853 1.95525
135 H -3.29937 -7.74114 3.58297

- E_HOMO: -10.930 eV
- Charge: +1
- Multiplicity: 1


Entry 3:
The following is a quantum chemistry calculation of a cluster of 6 separate species, C41H80IN5OPS in total, from the OMol25 dataset.

Element x y z (Å)
1 C 0.74900 -0.51133 1.39963
2 C -0.33557 -1.34041 2.11041
3 C -1.53390 -1.77322 1.22640
4 C -1.17122 -2.24701 -0.20158
5 C -1.36407 -1.21217 -1.33865
6 C -0.15235 -1.16149 -2.28443
7 C 0.20199 -2.50585 -2.95424
8 C 1.72971 -2.70414 -3.09039
9 C 2.19913 -4.08409 -3.59457
10 C 2.48338 -4.31859 -5.11191
11 C 1.71667 -3.52973 -6.20277
12 C 2.26868 -2.11831 -6.57015
13 C 1.19921 -1.02010 -6.69921
14 C 1.63357 0.16789 -7.58034
15 C 0.55971 1.25540 -7.74900
16 C 0.33667 2.21578 -6.57792
17 C 1.44683 3.24987 -6.38717
18 C 2.57103 2.90555 -5.41209
19 C 2.07841 2.32895 -4.08133
20 C 3.16264 2.29045 -3.00877
21 S 4.23838 0.83294 -3.14388
22 I 6.06701 1.46601 -4.49860
23 P 5.33985 0.47771 -1.22231
24 C 5.16251 2.14713 -0.54339
25 O 4.18913 -0.30829 -0.40768
26 H 0.29526 0.28093 0.78499
27 H 1.36939 -1.13321 0.73439
28 H 1.42812 -0.05554 2.13572
29 H 0.12351 -2.23336 2.56516
30 H -0.72763 -0.72415 2.93646
31 H -2.06495 -2.59251 1.73465
32 H -2.25613 -0.94177 1.16945
33 H -0.11898 -2.57664 -0.20959
34 H -1.77050 -3.14059 -0.43450
35 H -1.52695 -0.20940 -0.90918
36 H -2.26887 -1.45202 -1.92167
37 H 0.71452 -0.80806 -1.69812
38 H -0.31495 -0.41026 -3.07288
39 H -0.29501 -2.54646 -3.93382
40 H -0.17505 -3.34658 -2.35266
41 H 2.11530 -2.57478 -2.06032
42 H 2.17636 -1.89365 -3.67818
43 H 1.47666 -4.83491 -3.23623
44 H 3.14474 -4.30270 -3.06743
45 H 2.28780 -5.38650 -5.30562
46 H 3.56354 -4.18884 -5.29711
47 H 1.76750 -4.14670 -7.11531
48 H 0.64694 -3.45934 -5.95724
49 H 2.99744 -1.83423 -5.79413
50 H 2.82681 -2.16808 -7.51527
51 H 0.90681 -0.64627 -5.70262
52 H 0.28937 -1.46642 -7.14002
53 H 2.55955 0.59439 -7.14537
54 H 1.88715 -0.22003 -8.58023
55 H 0.74579 1.86144 -8.65143
56 H -0.39687 0.72872 -7.92156
57 H -0.56841 2.77630 -6.83596
58 H 0.09663 1.66939 -5.64955
59 H 1.90195 3.41775 -7.37769
60 H 1.01873 4.22280 -6.09430
61 H 3.10988 3.84454 -5.19202
62 H 3.30384 2.23594 -5.89100
63 H 1.66107 1.31625 -4.21664
64 H 1.25642 2.94802 -3.68839
65 H 2.73835 2.19716 -1.99842
66 H 3.80474 3.18243 -3.03711
67 H 5.76332 2.83850 -1.15530
68 H 5.58746 2.09996 0.47004
69 H 4.13472 2.51765 -0.48023
70 H 3.39774 0.18357 -0.13229
71 C -0.32232 2.58213 3.96533
72 C 0.35934 2.53246 5.32817
73 C 1.87734 2.72242 5.24630
74 C 2.51251 1.68534 4.43112
75 N 2.96387 0.87065 3.75296
76 H 0.02072 1.77577 3.31202
77 H -1.40159 2.48084 4.07504
78 H -0.12653 3.53274 3.46259
79 H 0.14608 1.57843 5.81367
80 H -0.03308 3.30892 5.98015
81 H 2.32023 2.69450 6.24321
82 H 2.11872 3.69184 4.80442
83 C -0.91144 -6.22153 -1.34619
84 C -1.74822 -7.31907 -0.69985
85 C -3.25652 -7.07435 -0.82694
86 C -3.67628 -5.83032 -0.17604
87 N -3.99389 -4.85475 0.34548
88 H -1.08344 -5.25905 -0.86096
89 H 0.15159 -6.45009 -1.26518
90 H -1.15243 -6.11479 -2.40622
91 H -1.48975 -7.41135 0.35652
92 H -1.52467 -8.27948 -1.16671
93 H -3.82046 -7.89198 -0.37569
94 H -3.54536 -7.01705 -1.87856
95 C -2.01635 0.18620 8.90797
96 C -1.00298 0.37374 10.02966
97 C -0.86380 1.83935 10.45880
98 C -0.40356 2.69197 9.36147
99 N -0.06052 3.34903 8.48088
100 H -1.70819 0.71841 8.00580
101 H -2.11849 -0.86874 8.65297
102 H -2.99677 0.56022 9.20651
103 H -0.02574 -0.00720 9.72475
104 H -1.31138 -0.20037 10.90520
105 H -0.15274 1.93916 11.28087
106 H -1.82993 2.21783 10.80150
107 C -1.71729 0.39568 14.34139
108 C -3.15349 0.27358 14.83444
109 C -4.10488 -0.26740 13.76019
110 C -4.15247 0.60625 12.58525
111 N -4.16590 1.31303 11.67702
112 H -1.64627 1.10340 13.51305
113 H -1.06433 0.75100 15.13786
114 H -1.33452 -0.56846 13.99970
115 H -3.51515 1.24539 15.17439
116 H -3.19686 -0.39959 15.69165
117 H -5.11987 -0.36272 14.14839
118 H -3.78400 -1.25768 13.42983
119 C -3.16778 6.77693 -8.11538
120 C -3.82800 5.42215 -8.33512
121 C -2.94568 4.25091 -7.88464
122 C -1.68016 4.20251 -8.62210
123 N -0.69140 4.18054 -9.21968
124 H -2.25153 6.86943 -8.70027
125 H -3.83608 7.58318 -8.41559
126 H -2.91558 6.92601 -7.06334
127 H -4.07637 5.29368 -9.38988
128 H -4.76502 5.36833 -7.77889
129 H -3.45696 3.29890 -8.03650
130 H -2.71395 4.33739 -6.82029

- E_HOMO: -12.328 eV
- Charge: +1
- Multiplicity: 1